Computed, not measured: a structure of composition C19H21CdNO2S, with ωB97M-V/def2-TZVPD.

Computed properties:
Kohn-Sham gap (spin up / spin down) in eV: 3.60 / 5.04
Energy above the lowest of the compared OMol25 structures with the same formula, charge and spin in kcal/mol: 0.0

ORCA input file:
```
! wB97M-V def2-TZVPD RIJCOSX def2/J DEFGRID3
* xyz -2 1
Cd -1.625 -13.627 4.352
S -3.147 -18.785 3.967
C -4.649 -18.313 3.252
C -5.754 -19.069 2.987
C -6.919 -18.469 2.459
C -6.891 -17.121 2.123
C -5.758 -16.362 2.287
C -4.609 -16.925 2.922
N -3.474 -16.263 3.311
C -2.565 -17.090 3.905
C -1.199 -16.844 4.265
C -0.355 -18.001 4.550
C 0.964 -17.858 4.922
C 1.524 -16.575 5.139
C 0.691 -15.494 4.907
C -0.605 -15.567 4.449
H -5.813 -20.108 3.271
H -7.766 -19.088 2.275
H -7.766 -16.690 1.694
H -5.683 -15.337 1.993
H -0.794 -18.979 4.471
H 1.480 -18.808 5.079
H 2.548 -16.428 5.525
H 1.110 -14.487 5.059
C 2.035 -12.045 6.420
C 0.587 -11.596 6.136
C 0.583 -10.027 6.256
O 0.134 -12.015 4.896
H 2.393 -11.747 7.409
H 2.675 -11.642 5.611
H 2.058 -13.128 6.387
H 0.027 -11.932 7.061
H 1.101 -9.554 5.409
H 1.060 -9.715 7.198
H -0.462 -9.739 6.264
C -4.821 -13.672 4.726
O -4.407 -12.652 3.771
C -3.091 -12.234 3.947
C -2.845 -10.942 3.279
H -5.447 -13.180 5.491
H -3.970 -14.085 5.266
H -5.432 -14.445 4.225
H -3.006 -11.024 2.143
H -1.825 -10.601 3.498
H -3.580 -10.179 3.617
*
```